A cluster of 10 separate species, C36H40F11N3O34S2 in total, computed with ωB97M-V/def2-TZVPD.

Its orbital gap is 8.26 eV. Its total energy is -163617.8239 eV. The molecular weight comes out at 1331.815 g/mol. The calculation puts the maximum force at 0.38689 hartree/bohr.

```
126
Properties=species:S:1:pos:R:3:lowdin_charge:R:1
C 1.72 -3.17 3.49 -0.029
C 1.57 -1.68 3.19 -0.201
O 0.23 -1.20 3.39 -0.137
N 0.03 -0.26 4.40 -0.152
C -1.41 -0.34 4.72 -0.263
C -1.80 -1.57 5.51 -0.370
S -3.62 -1.49 5.58 1.040
C -3.95 -1.73 3.90 -0.675
N -4.43 -2.79 3.38 0.044
N -4.53 -2.60 2.04 0.064
C -4.11 -1.43 1.80 -0.179
O -3.75 -0.82 2.92 0.014
S 0.33 1.34 3.80 0.709
O 0.77 2.11 4.88 -0.174
O 1.12 1.30 2.64 -0.359
F -1.06 1.93 3.36 -0.127
H 2.37 -3.60 2.74 0.066
H 2.14 -3.29 4.48 0.082
H 0.76 -3.64 3.38 0.052
H 1.79 -1.51 2.15 0.091
H 2.26 -1.06 3.75 0.124
H -1.93 -0.38 3.77 0.092
H -1.68 0.52 5.31 0.111
H -1.44 -1.55 6.53 0.089
H -1.55 -2.52 5.04 0.078
H -4.01 -0.90 0.87 0.131
C -4.90 2.61 3.53 -0.080
C -6.15 2.77 4.38 -0.274
O -5.83 1.95 5.52 0.134
C -4.46 1.97 5.61 -0.599
O -3.76 1.62 6.49 0.151
O -3.91 2.44 4.50 0.065
F -7.26 2.27 3.77 0.074
H -4.91 1.72 2.90 0.124
H -4.69 3.48 2.92 0.120
H -6.36 3.79 4.69 0.169
C -2.18 -6.08 1.48 -0.045
C -1.99 -4.89 2.39 -0.321
O -0.67 -5.09 2.88 0.093
C 0.01 -5.78 1.92 -0.542
O 1.19 -5.90 1.88 0.186
O -0.85 -6.32 1.01 0.076
F -2.86 -4.90 3.42 0.067
H -2.53 -6.95 2.03 0.145
H -2.85 -5.87 0.65 0.141
H -2.04 -3.92 1.88 0.164
C -0.12 2.51 1.08 -0.084
C -0.12 1.25 0.22 -0.239
O -1.37 0.65 0.59 0.127
C -2.20 1.68 0.95 -0.554
O -3.37 1.62 1.11 0.155
O -1.50 2.80 1.15 0.079
F 0.88 0.39 0.55 0.065
H 0.26 2.35 2.08 0.042
H 0.44 3.33 0.63 0.137
H -0.09 1.42 -0.85 0.174
C 2.53 -2.40 -2.02 -0.054
C 1.95 -2.31 -0.64 -0.311
O 2.62 -3.35 0.06 0.124
C 3.84 -3.48 -0.54 -0.541
O 4.77 -4.06 -0.06 0.172
O 3.87 -2.86 -1.74 0.059
F 0.62 -2.57 -0.65 0.083
H 2.02 -3.12 -2.64 0.121
H 2.55 -1.45 -2.54 0.133
H 2.12 -1.36 -0.13 0.146
C 5.28 3.06 0.98 -0.051
C 5.50 1.57 1.02 -0.311
O 4.54 1.15 1.97 0.151
C 3.52 2.04 1.93 -0.430
O 2.45 1.86 2.40 0.098
O 3.89 3.17 1.27 0.091
F 6.74 1.25 1.47 0.072
H 5.85 3.57 1.76 0.146
H 5.52 3.50 0.02 0.140
H 5.32 1.07 0.07 0.167
C 8.20 -2.61 -1.95 -0.046
C 7.06 -2.10 -2.79 -0.318
O 7.72 -1.52 -3.90 0.129
C 8.89 -2.21 -4.06 -0.549
O 9.56 -2.17 -5.03 0.180
O 9.17 -2.94 -2.95 0.074
F 6.36 -1.13 -2.14 0.066
H 8.60 -1.84 -1.29 0.145
H 7.93 -3.48 -1.36 0.142
H 6.37 -2.87 -3.13 0.171
C 3.01 -2.35 -7.73 -0.043
C 1.66 -1.71 -7.91 -0.318
O 0.97 -2.11 -6.73 0.145
C 1.92 -2.28 -5.77 -0.523
O 1.69 -2.35 -4.60 0.153
O 3.16 -2.33 -6.30 0.083
F 1.00 -2.22 -8.97 0.073
H 3.03 -3.38 -8.08 0.147
H 3.81 -1.79 -8.21 0.143
H 1.68 -0.62 -7.97 0.160
C -1.46 5.00 4.94 -0.034
C -1.24 6.48 4.75 -0.306
O -0.17 6.51 3.82 0.141
C -0.26 5.37 3.07 -0.526
O 0.30 5.19 2.05 0.182
O -1.09 4.48 3.66 0.050
F -0.85 7.08 5.90 0.077
H -0.81 4.58 5.71 0.148
H -2.50 4.75 5.18 0.135
H -2.09 7.02 4.34 0.174
C -9.38 4.24 0.87 -0.046
C -9.52 5.59 1.53 -0.313
O -8.39 5.63 2.39 0.137
C -7.43 4.86 1.81 -0.541
O -6.28 4.87 2.11 0.169
O -7.96 4.08 0.84 0.084
F -10.65 5.67 2.28 0.080
H -9.82 3.44 1.47 0.147
H -9.80 4.21 -0.13 0.141
H -9.49 6.44 0.85 0.174
C 2.46 -2.15 -13.01 -0.047
C 1.64 -0.98 -13.51 -0.312
O 1.08 -0.47 -12.31 0.145
C 1.94 -0.77 -11.30 -0.535
O 1.92 -0.28 -10.23 0.164
O 2.84 -1.70 -11.70 0.074
F 0.65 -1.38 -14.33 0.081
H 1.86 -3.06 -12.92 0.147
H 3.33 -2.36 -13.62 0.141
H 2.22 -0.20 -13.99 0.175
```

=====

A cluster of 2 separate species, C4H12 in total, computed with ωB97M-V/def2-TZVPD.

Its orbital gap is 11.94 eV. Its total energy is -4341.4469 eV. The SMILES is CC.CC. The molecular weight comes out at 60.140 g/mol. The calculation puts the maximum force at 0.08744 hartree/bohr.

```
16
Properties=species:S:1:pos:R:3:nbo_charge:R:1
C -0.50 -1.97 0.08 -0.615
C 0.80 -2.66 0.06 -0.610
H -0.91 -1.78 -0.90 0.200
H -1.21 -2.49 0.69 0.207
H -0.54 -0.90 0.48 0.204
H 0.77 -3.73 0.00 0.211
H 1.16 -2.56 1.18 0.191
H 1.63 -2.27 -0.56 0.211
C 0.22 2.86 -0.52 -0.602
C -0.58 1.77 0.25 -0.621
H 0.15 2.94 -1.56 0.206
H 0.10 3.84 -0.06 0.202
H 1.27 2.64 -0.15 0.202
H -1.68 1.54 0.19 0.211
H -0.35 1.98 1.28 0.203
H -0.01 0.84 0.19 0.200
```

=====

A cluster of 2 separate species, C3H8Si in total, computed with ωB97M-V/def2-TZVPD.

Its orbital gap is 9.22 eV. Its total energy is -11113.3460 eV. The molecular weight comes out at 72.183 g/mol. The calculation puts the maximum force at 0.10599 hartree/bohr.

```
12
Properties=species:S:1:pos:R:3:nbo_charge:R:1
C -0.44 -1.25 -0.15 -0.772
C 0.09 0.01 0.52 -0.512
C 1.30 0.55 -0.26 -0.679
Si -1.56 0.32 -0.06 1.005
H 0.03 -1.68 -1.04 0.241
H -0.95 -1.94 0.52 0.238
H 0.69 -0.02 2.14 0.106
H 1.86 1.22 0.36 0.223
H 0.95 1.23 -1.09 0.227
H 2.12 -0.19 -0.27 0.228
H -1.22 1.23 -1.16 -0.176
H -2.87 0.52 0.51 -0.129
```

=====

The ion C20H30B2NO7 with charge -1, computed with ωB97M-V/def2-TZVPD.

Its orbital gap is 6.35 eV. Its total energy is -38388.8068 eV. The molecular weight comes out at 418.084 g/mol. The charge is -1. The calculation puts the maximum force at 0.15679 hartree/bohr.

```
60
Properties=species:S:1:pos:R:3:nbo_charge:R:1
C -0.89 1.12 -2.38 -0.488
C -0.57 0.24 -1.19 -0.143
C -0.66 0.87 0.33 -0.198
B -2.24 1.08 0.71 1.300
O -3.24 0.33 -0.13 -1.002
O -2.71 1.94 1.83 -0.731
C -4.17 1.83 2.03 -0.070
C -4.62 0.41 2.78 -0.664
O -0.25 2.29 0.06 -0.740
B 0.67 2.81 1.12 0.628
C 2.06 3.58 0.66 -0.330
O 2.83 2.88 -0.38 -0.584
C 2.97 3.69 -1.60 0.819
C 2.17 3.15 -2.94 -0.749
O 3.72 4.80 -1.74 -0.616
O 0.78 1.64 2.02 -0.753
C 0.38 0.29 1.50 0.304
C -0.24 -0.37 2.86 -0.440
C -0.77 -1.91 2.76 -0.431
C -1.40 -2.38 1.33 -0.236
N -1.46 -3.92 1.37 -0.874
C 1.82 -0.22 0.89 -0.557
C 1.96 -1.82 0.62 0.568
O 2.09 -2.79 1.53 -0.560
C 2.03 -2.31 -0.98 -0.119
C 3.26 -1.76 -1.95 -0.205
C 3.40 -2.19 -3.52 -0.248
C 2.28 -3.21 -4.16 -0.235
C 1.05 -3.84 -3.26 -0.246
C 0.96 -3.35 -1.67 -0.221
H -0.47 2.21 -2.53 0.230
H -1.57 0.65 -3.24 0.187
H -0.32 -0.88 -1.45 0.210
H -3.39 0.85 -0.99 0.507
H -4.47 2.68 2.80 0.180
H -4.80 2.04 1.06 0.181
H -4.66 -0.49 2.00 0.221
H -5.73 0.51 3.19 0.206
H -3.87 0.12 3.64 0.222
H 0.14 3.66 1.76 -0.139
H 1.81 4.68 0.30 0.179
H 2.81 3.73 1.58 0.181
H 1.22 3.81 -3.21 0.242
H 1.74 2.07 -2.69 0.249
H 2.86 3.00 -3.89 0.231
H 0.65 -0.37 3.66 0.230
H -1.10 0.27 3.37 0.241
H -1.65 -2.01 3.56 0.197
H 0.08 -2.64 3.18 0.232
H -2.51 -1.98 1.26 0.207
H -0.80 -2.05 0.38 0.186
H -2.34 -4.26 0.92 0.356
H -0.61 -4.34 0.94 0.362
H 2.66 0.10 1.68 0.274
H 2.08 0.38 -0.09 0.274
H 4.03 -1.04 -1.42 0.240
H 4.30 -1.71 -4.14 0.241
H 2.37 -3.50 -5.30 0.224
H 0.25 -4.58 -3.74 0.240
H 0.06 -3.80 -1.07 0.230
```

=====

A structure of composition C42H63AsI2N4OSSi3Ta, computed with ωB97M-V/def2-TZVPD.

Its orbital gap is 6.29 eV. Its total energy is -165624.4834 eV. The molecular weight comes out at 1265.996 g/mol. The charge is +3. The calculation puts the maximum force at 0.03158 hartree/bohr.

```
118
Properties=species:S:1:pos:R:3:lowdin_charge:R:1
Ta -0.16 0.30 0.15 1.567
C 0.15 3.61 1.00 -0.165
C 1.51 3.05 0.71 -0.191
N 1.40 1.99 -0.31 -0.159
C 1.35 2.46 -1.72 -0.193
C -0.03 2.88 -2.19 -0.344
S -1.40 1.87 -1.48 0.895
C -2.32 3.18 -0.58 -0.337
C -2.16 3.08 0.93 -0.234
N -0.83 2.53 1.26 -0.161
H -0.21 4.21 0.16 0.112
H 0.20 4.29 1.85 0.125
H 1.89 2.56 1.60 0.032
H 2.22 3.82 0.43 0.150
H 2.26 1.45 -0.25 0.101
H 1.69 1.64 -2.35 0.108
H 2.06 3.28 -1.88 0.149
H -0.09 2.77 -3.27 0.088
H -0.27 3.91 -1.95 0.081
H -3.37 3.05 -0.85 0.086
H -2.00 4.12 -1.01 0.090
H -2.91 2.43 1.36 0.070
H -2.31 4.06 1.39 0.151
H -0.82 2.34 2.26 0.001
I 4.35 -2.34 -5.94 1.005
C 3.15 -1.68 -4.39 -0.728
C 1.82 -1.37 -4.63 -0.195
C 1.00 -0.91 -3.60 -0.623
I -0.97 -0.44 -4.04 1.115
C 1.56 -0.76 -2.35 -0.358
O 0.86 -0.25 -1.28 -0.378
C 2.88 -1.10 -2.06 -0.152
C 3.46 -1.03 -0.67 -0.140
N 2.61 -1.71 0.32 -0.039
C 2.51 -3.14 0.01 -0.135
C 1.33 -3.51 -0.85 -0.258
C 1.44 -4.63 -1.66 0.006
C 0.37 -5.04 -2.43 -0.015
C -0.78 -4.26 -2.40 -0.027
C -0.80 -3.15 -1.57 -0.168
N 0.21 -2.77 -0.78 0.079
C 3.67 -1.56 -3.11 -0.081
H 1.41 -1.49 -5.63 0.092
H 3.62 0.01 -0.35 0.114
H 4.45 -1.49 -0.71 0.133
H 3.05 -1.62 1.23 0.043
H 2.46 -3.71 0.94 0.107
H 3.41 -3.49 -0.51 0.133
H 2.37 -5.19 -1.67 0.129
H 0.43 -5.91 -3.06 0.127
H -1.65 -4.50 -3.00 0.121
H -1.66 -2.52 -1.56 0.050
H 4.70 -1.83 -2.92 0.114
C 2.11 1.58 5.97 -0.191
Si 1.61 2.22 4.30 0.378
C 0.32 3.58 4.48 -0.198
C 3.20 2.86 3.55 -0.192
As 0.56 0.34 3.01 0.828
Si -1.46 0.00 4.40 0.358
C -1.31 0.80 6.07 -0.184
C -2.89 0.84 3.53 -0.199
C -1.66 -1.84 4.65 -0.181
Si 1.94 -1.45 3.93 0.348
C 1.77 -1.63 5.78 -0.183
C 1.30 -3.06 3.21 -0.209
C 3.70 -1.01 3.46 -0.209
H 2.32 2.50 6.53 0.067
H 3.04 1.02 5.92 0.035
H 1.38 1.02 6.53 0.012
H 0.22 3.80 5.54 0.051
H -0.69 3.36 4.13 0.013
H 0.65 4.51 4.00 0.041
H 3.73 3.33 4.39 0.061
H 3.11 3.63 2.79 0.027
H 3.85 2.07 3.18 0.034
H -1.14 1.87 6.06 0.025
H -0.59 0.34 6.74 0.025
H -2.30 0.64 6.52 0.065
H -2.83 1.92 3.69 0.039
H -3.82 0.50 4.00 0.063
H -2.96 0.62 2.47 -0.010
H -1.20 -2.10 5.61 0.047
H -1.24 -2.47 3.88 -0.006
H -2.73 -2.07 4.72 0.054
H 0.84 -1.24 6.19 0.005
H 2.59 -1.19 6.33 0.040
H 1.78 -2.71 5.98 0.057
H 0.63 -3.52 3.93 0.039
H 2.13 -3.76 3.08 0.052
H 0.78 -2.97 2.26 -0.013
H 3.81 -0.39 2.56 0.009
H 4.30 -1.91 3.33 0.055
H 4.16 -0.44 4.28 0.038
C -3.89 -4.67 2.70 -0.026
C -4.51 -3.44 2.51 -0.034
C -3.83 -2.39 1.92 -0.019
C -2.50 -2.57 1.52 -0.225
C -1.87 -3.81 1.74 -0.042
C -2.57 -4.86 2.31 -0.032
C -1.70 -1.51 0.93 -0.175
C -2.08 -0.45 0.17 -0.290
C -3.48 -0.38 -0.40 -0.258
C -4.34 0.70 -0.21 -0.080
C -5.63 0.72 -0.73 -0.041
C -6.09 -0.35 -1.47 -0.038
C -5.27 -1.45 -1.65 -0.033
C -3.99 -1.48 -1.11 -0.044
H -4.43 -5.48 3.17 0.124
H -5.54 -3.30 2.83 0.123
H -4.32 -1.44 1.77 0.119
H -0.84 -3.95 1.43 0.098
H -2.09 -5.82 2.45 0.122
H -0.62 -1.64 1.11 0.033
H -4.03 1.50 0.43 0.068
H -6.27 1.57 -0.53 0.121
H -7.09 -0.34 -1.88 0.123
H -5.63 -2.32 -2.19 0.123
H -3.42 -2.38 -1.22 0.100
```